1.
60
Properties=species:S:1:pos:R:3:forces:R:3 method="wB97M-V/def2-TZVPD" lumo_ha=0.1615 charge=-2 e_above_lowest_ev=1.3215 total_energy_ev=-66760.625
Pt -0.31432 0.11738 -0.45459 -0.65 0.01 0.39
C -0.96271 1.57509 2.72074 0.19 -0.14 -0.20
Si -0.30027 0.00312 1.86114 -0.40 -0.56 -0.19
C 1.33836 -0.38466 2.78586 -0.07 0.05 -0.32
C -1.49499 -1.39106 2.44191 0.24 0.26 0.13
C -1.71672 -1.68067 3.78903 -0.08 -0.11 0.08
C -2.59896 -2.68115 4.17687 0.06 0.03 0.09
C -3.27208 -3.41264 3.20645 -0.02 -0.04 -0.05
C -3.05531 -3.12992 1.86324 -0.08 -0.11 0.05
C -2.17546 -2.12384 1.46174 0.05 0.04 -0.32
Si -1.83616 -1.63415 -0.37710 0.33 -0.14 0.48
C -1.18918 -3.25764 -1.18970 -0.14 0.25 0.06
C -3.62887 -1.42351 -1.04924 0.39 0.16 0.00
H -1.20347 1.39445 3.77427 0.07 -0.06 0.01
H -1.86192 1.90831 2.20181 -0.04 0.02 -0.07
H -0.21251 2.36864 2.65976 -0.01 0.02 0.00
H 1.15681 -0.57219 3.84853 -0.04 0.04 0.03
H 2.02489 0.46182 2.69836 0.01 0.01 0.08
H 1.82618 -1.26430 2.35845 -0.03 -0.01 -0.02
H -1.19163 -1.11370 4.55457 -0.01 0.00 0.00
H -2.75903 -2.89578 5.23002 -0.01 0.01 -0.01
H -3.96311 -4.19782 3.50049 0.01 0.00 -0.02
H -3.58645 -3.71527 1.11551 -0.01 0.03 -0.02
H -1.74098 -4.14516 -0.85883 -0.06 0.02 0.00
H -0.13758 -3.37711 -0.92537 0.02 0.00 0.01
H -1.25412 -3.19466 -2.28003 0.01 0.01 -0.02
H -4.23179 -2.31912 -0.86922 0.04 -0.05 0.01
H -3.63577 -1.21165 -2.12234 0.01 0.01 -0.02
H -4.09639 -0.58056 -0.53462 0.00 0.03 -0.02
C -1.13426 2.17328 -4.37402 0.07 -0.02 0.02
C -1.19537 1.60865 -2.98042 0.30 -0.45 -0.02
N -0.46924 0.57328 -2.66709 -0.62 0.44 0.33
O 0.18266 0.03025 -3.77815 0.54 -0.21 -0.01
C -2.09405 2.19036 -2.02993 -0.73 0.71 -0.14
C -3.11306 3.23282 -2.43453 0.14 -0.25 0.00
N -2.05384 1.76098 -0.78634 0.17 0.26 0.16
O -2.91410 2.14612 0.05817 -0.19 0.25 -0.11
H -0.13453 2.01622 -4.77305 -0.05 0.01 -0.05
H -1.36523 3.23704 -4.37055 -0.10 -0.02 0.03
H -1.83933 1.65849 -5.03195 0.00 0.04 -0.04
H 1.07019 -0.17193 -3.42596 0.00 -0.07 -0.02
H -3.56414 3.02196 -3.40787 -0.01 0.05 -0.01
H -2.67791 4.23883 -2.46250 -0.05 0.04 -0.05
H -3.88713 3.22546 -1.66685 -0.01 0.03 -0.02
O 2.31166 2.69746 1.12431 0.23 -0.03 0.02
C 2.63625 1.74115 0.43425 -1.18 0.51 0.13
N 1.79836 1.04896 -0.38979 0.59 -0.70 -0.23
S 2.57341 -0.19376 -1.08795 0.06 -1.24 -0.60
O 2.10951 -1.50058 -0.69271 0.81 0.14 0.18
O 2.72344 -0.04679 -2.53566 -0.26 0.39 0.16
C 4.18505 0.11998 -0.42063 -0.49 1.04 0.35
C 5.42035 -0.40690 -0.72000 0.21 -0.43 -0.10
C 6.54705 0.18281 -0.16022 -0.29 0.24 0.17
C 6.40451 1.28952 0.68358 0.33 -0.27 -0.16
C 5.15769 1.81282 0.96640 -0.51 0.16 0.17
C 4.03143 1.23294 0.39351 1.24 -0.46 -0.26
H 5.50646 -1.26363 -1.37724 -0.01 0.04 -0.04
H 7.53452 -0.19841 -0.38657 0.00 -0.04 0.00
H 7.29425 1.74750 1.10031 -0.03 0.01 0.05
H 5.02898 2.67289 1.61180 0.03 0.04 -0.03



2.
18
Properties=species:S:1:pos:R:3:forces:R:3 method="wB97M-V/def2-TZVPD" lumo_ha="-0.2269 / -0.1936" charge=+1 total_energy_ev=-58956.920 multiplicity=4
N -0.96064 0.55242 -2.15317 1.67 -0.48 0.52
S 0.68195 0.66772 -1.93512 -1.86 0.53 0.98
O 0.92940 0.64542 -0.36727 0.19 -1.48 -0.92
O 1.27531 -0.73058 -2.25553 0.65 -1.54 0.47
S -1.77402 -0.64225 -1.53221 -1.95 -0.62 -1.81
O -0.98812 -1.57690 -0.65495 1.48 -0.13 0.38
O -2.65879 -1.30546 -2.48290 1.62 0.95 1.58
C -2.93806 0.16412 -0.31688 -0.26 -0.07 -0.56
F -2.27303 0.59096 0.73958 0.39 0.16 0.47
F -3.53555 1.18686 -0.90498 0.11 -0.06 -0.02
F -3.84950 -0.71785 0.06074 0.13 -0.10 0.04
Nd 1.43198 -1.71313 -0.23539 -2.23 2.98 -1.31
O 2.53052 -0.75718 1.70062 -1.25 2.09 0.23
H 3.44344 -0.93152 1.94131 0.27 0.18 0.40
C 2.18135 0.92489 1.88609 1.31 -1.67 2.81
H 1.08627 0.94968 1.97261 0.39 0.31 -2.46
H 3.17776 1.32097 1.64951 -1.27 0.52 -2.25
H 2.23976 1.37179 2.88795 0.63 -1.58 1.45



3.
94
Properties=species:S:1:pos:R:3:forces:R:3 method="wB97M-V/def2-TZVPD" lumo_ha=0.0174 charge=0 total_energy_ev=-126990.244 smiles="C[C@@H](Br)CNC(=O)OC[C@@H]1CO1.CCOC(C)=O.CCOC(C)=O.CCOC(C)=O.CCOC(C)=O.CCOC(C)=O"
C 2.12840 -3.55813 -1.62638 0.09 0.21 0.07
C 1.96328 -2.18222 -2.28794 -0.27 -0.66 0.27
Br 3.23444 -2.04422 -3.76644 0.01 0.26 0.03
C 0.52572 -1.89345 -2.76552 1.08 -0.07 0.20
N 0.05532 -0.69259 -2.04623 -0.81 -0.14 -0.34
C -1.27524 -0.28909 -2.31834 -0.47 1.46 -1.37
O -1.51445 0.61944 -3.09996 0.32 -1.01 1.36
O -2.31459 -0.86118 -1.62138 0.90 -0.31 -0.24
C -2.62326 -2.20144 -2.02227 -0.46 0.50 -0.75
C -2.72945 -2.31986 -3.52046 -1.23 -0.78 0.33
C -3.26426 -3.62533 -3.98444 3.09 0.10 -1.01
O -1.81970 -3.17569 -4.08662 0.94 -0.05 -0.05
H 1.16148 -3.99692 -1.40104 -0.14 -0.08 0.06
H 2.68099 -3.46493 -0.69760 0.11 0.02 0.14
H 2.68299 -4.24302 -2.25280 -0.03 -0.19 -0.18
H 2.23808 -1.42744 -1.56559 0.28 0.34 -0.09
H 0.56964 -1.74970 -3.84182 -0.45 0.13 -0.15
H -0.08998 -2.75239 -2.55821 -0.22 -0.03 0.01
H 0.60491 0.07718 -2.41011 0.13 0.15 0.05
H -1.87974 -2.92743 -1.71180 -0.06 -0.12 0.52
H -3.62226 -2.41793 -1.67063 0.01 0.06 0.77
H -3.03479 -1.44914 -4.06886 0.04 0.47 -0.27
H -3.34385 -3.74424 -5.04902 -1.92 -0.18 -0.08
H -3.19483 -4.49180 -3.34813 -0.89 -0.11 0.28
O 5.50907 0.36943 -0.62745 0.03 -0.24 0.01
C 4.65293 1.19868 -0.49066 0.17 0.40 -0.12
O 3.36542 0.82693 -0.61900 -0.23 -0.45 -0.02
C 2.25790 1.69262 -0.33529 0.00 0.28 0.01
C 1.94612 2.61607 -1.49365 0.07 0.00 -0.09
C 4.98009 2.65038 -0.24562 -0.17 0.06 0.28
H 2.42153 2.23397 0.59672 0.04 0.03 -0.04
H 1.41304 1.03019 -0.16481 0.17 -0.07 -0.05
H 2.78019 3.28078 -1.71727 -0.01 0.03 0.05
H 1.07045 3.22357 -1.26654 -0.02 -0.05 0.04
H 1.74773 2.03728 -2.39858 -0.04 0.01 -0.01
H 5.27290 3.11000 -1.18959 0.02 -0.06 -0.03
H 5.81340 2.69737 0.44917 0.11 -0.05 -0.10
H 4.17154 3.22064 0.19800 0.00 0.03 -0.07
O -0.14901 2.29375 1.34593 -0.03 0.18 0.08
C -0.38428 1.19538 1.77225 -0.01 -0.27 -0.21
O -0.09602 0.92533 3.05723 -0.04 0.24 0.27
C -0.45097 -0.30817 3.69612 0.32 -0.30 -0.15
C 0.54429 -1.40583 3.38736 0.08 -0.01 -0.16
C -0.92350 0.10490 0.87808 -0.41 0.10 0.65
H -1.47091 -0.59230 3.44679 0.01 -0.03 -0.09
H -0.43689 -0.10492 4.76019 0.04 0.12 0.01
H 0.58562 -1.62826 2.32041 -0.06 -0.03 0.00
H 0.27826 -2.31764 3.92143 -0.02 0.03 0.05
H 1.54632 -1.09914 3.68863 -0.01 0.00 0.07
H -0.10913 -0.30104 0.28513 -0.03 -0.05 -0.04
H -1.66461 0.54336 0.22089 0.11 0.15 -0.14
H -1.41551 -0.70499 1.41290 0.12 -0.06 -0.02
O 4.25976 3.98081 2.54582 -0.05 0.12 -0.16
C 4.65774 3.46448 3.55135 -0.24 0.01 0.28
O 5.30884 2.29256 3.45640 0.19 -0.12 -0.25
C 5.93518 1.64284 4.56440 -0.02 -0.11 0.24
C 4.94346 0.84964 5.39005 -0.15 0.05 -0.03
C 4.37849 4.06337 4.90991 0.44 0.09 0.14
H 6.49706 2.36188 5.16308 -0.07 0.04 0.02
H 6.66510 0.96727 4.12304 -0.02 0.05 -0.14
H 4.17552 1.48830 5.82623 0.05 0.04 0.06
H 5.45336 0.32485 6.19810 0.02 -0.01 -0.01
H 4.43455 0.11816 4.76254 0.06 -0.04 -0.02
H 3.35326 3.82715 5.19016 -0.03 0.00 -0.03
H 4.48649 5.14228 4.83363 -0.17 0.02 -0.11
H 5.05099 3.72624 5.69497 -0.09 -0.10 0.01
O -4.18937 -1.90254 -6.76450 -0.13 -0.21 0.19
C -3.43048 -1.24158 -7.41716 0.01 0.16 -0.27
O -2.83020 -0.19457 -6.82950 0.06 0.00 0.29
C -1.80841 0.58834 -7.45152 0.12 0.17 -0.19
C -2.38403 1.63782 -8.37977 -0.17 -0.04 -0.03
C -3.19420 -1.52224 -8.88272 0.43 -0.11 0.02
H -1.08141 -0.05610 -7.94866 -0.06 -0.03 -0.05
H -1.28388 1.07391 -6.63107 -0.08 -0.08 0.11
H -2.94438 1.19082 -9.20100 0.07 -0.03 -0.05
H -1.58789 2.25139 -8.80145 0.02 0.00 0.02
H -3.07274 2.28286 -7.83449 0.06 0.03 0.05
H -4.03113 -1.12377 -9.45380 -0.03 -0.01 0.01
H -3.15160 -2.59979 -9.01941 -0.20 -0.02 0.03
H -2.26668 -1.11061 -9.27280 -0.08 0.12 -0.01
O -1.98562 -1.57675 6.00726 0.01 -0.10 0.09
C -2.98082 -0.91482 6.12855 -0.08 0.12 -0.31
O -3.96076 -1.36095 6.92935 0.04 -0.18 0.26
C -5.12846 -0.59801 7.24442 -0.22 0.14 -0.08
C -6.17949 -0.69344 6.15782 0.07 -0.06 -0.13
C -3.17595 0.36488 5.34374 -0.10 0.29 0.49
H -4.86081 0.43397 7.47683 0.02 0.01 -0.07
H -5.51383 -1.03398 8.16380 0.11 -0.09 0.02
H -5.82099 -0.29280 5.20989 -0.01 0.09 0.03
H -7.07610 -0.14425 6.44506 0.00 0.00 0.02
H -6.44673 -1.73586 5.98549 -0.03 -0.01 0.07
H -3.46586 0.11160 4.32567 -0.01 0.02 -0.02
H -2.23023 0.89640 5.32690 0.05 -0.04 -0.15
H -3.91252 1.04339 5.76620 -0.11 -0.10 -0.07



4.
30
Properties=species:S:1:pos:R:3:forces:R:3 method="wB97M-V/def2-TZVPD" lumo_ha=-0.0231 charge=0 e_above_lowest_ev=0.2343 total_energy_ev=-296333.511 smiles="O=[N+]([O-])c1ccccc1.BrCCBr.BrCCBr"
Br 1.06093 -1.28924 3.13159 -0.11 -0.09 -0.10
C 1.83310 -0.36513 1.61045 0.33 -0.20 0.17
C 1.29272 1.01940 1.44064 -0.28 0.19 0.10
Br 1.59955 2.17773 2.96744 0.11 0.06 -0.01
H 1.60677 -0.95589 0.72640 -0.02 -0.03 0.01
H 2.90531 -0.37592 1.77908 0.03 0.07 -0.02
H 0.21398 1.00327 1.31609 -0.01 0.01 -0.14
H 1.76702 1.51007 0.59515 -0.02 -0.06 -0.09
Br 1.04770 6.03170 -0.52293 -0.01 0.08 0.03
C 0.76042 4.14110 -0.87007 -0.07 0.23 -0.13
C -0.49783 3.97682 -1.66990 -0.27 -0.12 -0.11
Br -0.74973 2.07888 -2.05311 0.01 -0.03 -0.02
H 0.69109 3.66014 0.09815 0.14 -0.10 0.02
H 1.61284 3.80950 -1.45156 0.13 -0.14 0.19
H -0.44338 4.47890 -2.62916 0.02 0.01 -0.03
H -1.39400 4.28606 -1.14460 0.05 0.10 0.10
C -2.41619 -2.31217 0.93808 -0.21 -0.69 0.16
C -1.97868 -3.58891 0.60478 0.29 0.15 -0.52
C -0.90902 -3.73408 -0.27412 -0.14 -0.26 0.22
C -0.31698 -2.59898 -0.78893 -0.32 -0.16 -0.37
C -0.77257 -1.33186 -0.50786 0.38 0.30 0.51
C -1.81330 -1.19656 0.38936 -0.22 0.33 0.26
N 0.84030 -2.74158 -1.68278 0.60 0.26 0.71
O 1.27753 -3.85711 -1.85134 -0.04 -0.18 -0.39
O 1.36289 -1.71810 -2.09129 -0.18 -0.17 -0.21
H -3.23013 -2.23677 1.64873 0.02 0.26 -0.06
H -2.47436 -4.47054 0.98462 0.03 0.03 0.15
H -0.51868 -4.70549 -0.54311 -0.05 0.03 -0.01
H -0.21281 -0.47845 -0.85969 -0.21 0.04 -0.25
H -2.14449 -0.21678 0.70986 0.02 0.06 -0.17



5.
122
Properties=species:S:1:pos:R:3:forces:R:3 method="wB97M-V/def2-TZVPD" lumo_ha=0.1206 charge=-2 e_above_lowest_ev=3.8951 total_energy_ev=-189951.821
Rb -0.06244 -0.54508 1.08061 0.08 -0.77 -0.39
C 0.67958 1.48301 3.44448 0.05 0.20 0.38
P 1.00654 2.88825 2.27160 -0.32 0.06 -0.17
C -0.75478 3.24257 1.87869 -0.03 0.23 0.23
C -1.57598 4.07549 2.51466 0.21 -0.20 -0.22
C -2.97832 4.19127 1.99464 -0.18 0.06 0.21
C -2.33529 4.46433 -0.46720 0.05 -0.09 -0.08
C -1.62074 3.34533 -0.47487 0.05 0.05 -0.03
C -1.41074 2.48685 0.74219 0.18 -0.18 0.05
C 1.30823 4.32727 3.35779 0.20 -0.10 0.03
C 1.38960 5.58080 2.75007 -0.03 0.02 0.01
C 1.58999 6.72413 3.50203 -0.03 -0.01 0.00
C 1.75009 6.62519 4.87883 0.03 0.12 0.01
C 1.70193 5.38437 5.48922 0.01 -0.02 0.06
C 1.47744 4.24032 4.73363 -0.04 0.01 0.01
C 1.86095 0.62978 3.80928 -0.12 -0.01 -0.04
C 2.87678 0.79579 4.74423 -0.01 0.04 -0.01
C 3.70102 -0.35050 4.62895 0.11 -0.01 0.04
C 3.13022 -1.13184 3.63647 -0.04 -0.02 -0.11
C 3.54049 -2.44340 3.02428 0.07 -0.07 -0.01
P 2.55477 -2.59293 1.46746 0.02 0.26 -0.17
C 3.12523 -4.16346 0.71991 0.05 -0.05 0.13
C 4.10608 -4.99338 1.25396 0.04 0.02 0.01
C 4.41071 -6.21062 0.65780 0.06 0.00 0.07
C 3.73975 -6.61099 -0.48439 0.00 -0.09 -0.08
C 2.75674 -5.79258 -1.02625 -0.03 -0.05 -0.06
C 2.44641 -4.58643 -0.42471 0.02 0.00 0.01
C 3.51585 -1.39402 0.42069 0.04 -0.13 -0.01
C 3.08687 -0.07684 0.26314 -0.07 -0.01 0.05
C 3.82090 0.83660 -0.47532 -0.02 0.02 -0.02
C 4.99625 0.44430 -1.09876 0.01 0.09 -0.03
C 5.43102 -0.86346 -0.96649 0.05 -0.03 -0.03
C 4.70014 -1.76793 -0.20990 0.01 -0.07 -0.01
N 2.02078 -0.53835 3.14012 -0.32 0.01 -0.13
H -0.04917 0.86635 2.91039 0.12 0.42 0.59
H 0.13837 1.86814 4.31746 0.02 0.00 -0.12
H -1.26104 4.69574 3.34012 0.04 0.06 0.09
H -3.64567 4.65317 2.72451 0.08 0.01 -0.07
H -2.44798 5.01228 -1.39736 0.02 0.03 0.01
H -1.15809 2.99300 -1.38709 0.01 -0.01 -0.03
H -0.82165 1.61580 0.46534 -0.11 0.54 -0.26
H 1.26126 5.66588 1.67810 -0.02 -0.02 -0.06
H 1.59681 7.68902 3.01381 0.00 0.04 0.00
H 1.90929 7.51880 5.47028 -0.01 -0.01 0.00
H 1.82855 5.29980 6.56174 0.00 0.00 0.01
H 1.42714 3.28097 5.22643 0.02 -0.06 0.04
H 3.02246 1.62556 5.41743 0.01 0.08 0.06
H 4.59719 -0.56749 5.19154 0.04 0.00 0.03
H 3.30635 -3.30235 3.66576 0.00 0.01 -0.02
H 4.61288 -2.47392 2.79706 -0.04 -0.01 0.05
H 4.64467 -4.68597 2.14139 0.00 0.00 0.02
H 5.17793 -6.84133 1.09074 0.01 -0.03 -0.01
H 3.97374 -7.56078 -0.94948 0.00 -0.01 -0.01
H 2.21442 -6.10151 -1.91062 -0.01 -0.02 -0.04
H 1.66153 -3.96458 -0.84013 -0.07 0.07 -0.02
H 2.18051 0.26831 0.73904 0.48 0.07 0.03
H 3.47007 1.85977 -0.54274 0.01 0.03 -0.01
H 5.56974 1.15546 -1.68008 0.01 0.01 -0.01
H 6.34566 -1.18547 -1.45020 0.00 0.00 0.00
H 5.05721 -2.78652 -0.11830 0.01 -0.01 0.00
C -3.12113 -6.75385 -3.35110 -0.01 0.01 -0.03
C -2.91191 -5.51910 -4.23914 0.02 -0.07 -0.03
C -4.27911 -4.91441 -4.58031 -0.02 -0.03 -0.01
C -2.25474 -5.98288 -5.54035 -0.03 0.02 0.01
C -2.06694 -4.48514 -3.50371 -0.13 -0.04 0.02
C -2.48225 -4.00707 -2.26426 -0.07 -0.05 -0.04
C -1.74943 -3.04595 -1.61879 0.09 0.01 -0.06
Br -2.39874 -2.43472 0.07298 -0.30 -0.22 -0.18
C -0.55275 -2.44969 -2.11998 0.12 -0.04 -0.05
O 0.03516 -1.51942 -1.45939 0.14 -0.05 -0.10
C -0.10475 -2.99893 -3.36629 -0.01 0.03 0.16
C -0.88730 -3.95930 -4.00411 0.03 0.01 0.04
C 1.16788 -2.57318 -4.12617 -0.06 0.03 -0.05
C 1.91549 -3.82161 -4.61871 0.08 -0.02 -0.08
C 0.74150 -1.74070 -5.34552 0.03 0.00 0.03
C 2.20097 -1.75334 -3.34658 -0.07 -0.04 -0.04
H -3.70049 -7.51339 -3.88205 -0.03 -0.03 -0.02
H -3.66049 -6.50227 -2.43954 -0.03 0.03 0.06
H -2.16418 -7.18757 -3.06013 0.06 -0.01 -0.01
H -4.91405 -5.65371 -5.07422 -0.05 -0.04 -0.04
H -4.16853 -4.05582 -5.24337 0.03 0.03 -0.02
H -4.79256 -4.57274 -3.68229 -0.02 0.01 0.04
H -2.88172 -6.73741 -6.02019 -0.03 -0.02 -0.01
H -1.27404 -6.42399 -5.35987 0.05 -0.03 0.03
H -2.13061 -5.15818 -6.24263 0.00 0.05 -0.03
H -3.39044 -4.37195 -1.80224 -0.02 -0.01 0.03
H -0.54080 -4.31397 -4.96280 -0.05 -0.02 -0.04
H 1.33301 -4.42482 -5.31292 0.01 -0.04 -0.02
H 2.20126 -4.45038 -3.77658 0.03 -0.06 0.08
H 2.82844 -3.51970 -5.13651 0.03 0.02 -0.03
H 0.06953 -2.30184 -5.99613 -0.03 -0.03 -0.02
H 1.61676 -1.44292 -5.92793 0.05 0.02 -0.04
H 0.22382 -0.83808 -5.02205 -0.04 0.06 0.02
H 2.49355 -2.21830 -2.40977 0.00 -0.08 0.12
H 1.83702 -0.75983 -3.12819 -0.10 0.22 0.12
H 3.09193 -1.65492 -3.97443 0.02 0.02 0.04
O 0.55253 1.10082 -1.58997 -0.06 -0.07 0.08
H 0.30908 0.14808 -1.68634 0.04 -0.03 -0.13
H 1.51381 1.09898 -1.64413 -0.01 0.02 0.02
Cl -2.08161 -0.85243 3.53679 -0.10 0.01 0.29
C -3.58837 -1.71685 3.88846 0.10 -0.14 -0.06
Cl -4.99922 -0.67314 3.76414 -0.02 0.01 0.00
H -3.50874 -2.09548 4.90348 -0.05 0.04 -0.10
H -3.67851 -2.52427 3.16714 -0.03 0.07 0.05
O -4.65294 2.45591 1.98408 0.05 0.03 0.05
C -3.53124 2.80808 1.73240 -0.13 -0.09 -0.13
O -2.66313 1.92052 1.18537 -0.15 0.02 0.07
C -3.02026 5.12954 0.70637 -0.03 -0.06 0.00
C -2.29050 6.42241 0.99658 -0.22 -0.07 -0.11
C -2.97864 7.52219 1.39375 0.21 0.67 0.12
C -4.36799 7.70358 1.40329 0.23 -0.49 -0.24
C -5.00743 6.62081 0.77384 -0.57 0.15 -0.01
C -4.44529 5.46300 0.34107 0.07 0.16 0.12
N -6.47366 6.79200 0.49312 0.25 -0.02 0.27
O -6.97174 7.88140 0.72839 0.00 -0.12 -0.10
O -7.10933 5.84330 0.07230 0.00 0.10 -0.07
N -2.14791 8.69729 1.82758 -0.07 -0.59 0.78
O -0.93213 8.61284 1.76709 -0.06 0.19 -0.28
O -2.72141 9.64191 2.34144 0.02 0.09 -0.33
H -1.21432 6.43039 0.97578 0.09 0.03 -0.06
H -4.86176 8.60502 1.70163 -0.01 0.04 0.01
H -5.05693 4.72319 -0.15039 0.01 -0.02 -0.10